Arrangement 1

Molecular formula: C3H12N4
Method: DFT, wB97M-V/def2-TZVPD

Each line ends with the natural charge from an NBO analysis.
Cartesian coordinates (Å):
C: -1.51 0.91 -0.17  -0.47
C: -2.88 0.47 -0.79  -0.25
C: -1.09 -0.37 0.53  0.19
N: -2.08 -1.21 0.57  -0.21
N: 3.04 0.29 0.70  -0.67
N: -3.08 -0.94 -0.35  -0.40
N: 4.06 -0.07 -0.26  -0.54
H: -0.81 1.22 -0.91  0.25
H: -1.59 1.67 0.51  0.26
H: -3.66 0.98 -0.26  0.22
H: -3.13 0.55 -1.99  0.27
H: -0.16 -0.43 1.04  0.24
H: -2.10 -2.14 0.92  0.46
H: 3.08 -0.41 1.45  0.41
H: 3.09 1.36 0.86  0.43
H: -4.01 -1.23 -0.35  0.43
H: 3.92 -1.02 -0.72  0.45
H: 5.01 -0.24 0.20  0.46
H: 3.90 0.62 -0.99  0.46

Computed properties:
Total charge: +2
Multiplicity: 1
HOMO level, eV: -16.4
HOMO-LUMO gap, eV: 9.27
E_LUMO, eV: -7.11
Molar mass, g/mol: 104.2

Arrangement 2

Molecular formula: C3H12N4
Method: DFT, wB97M-V/def2-TZVPD

Each line ends with the natural charge from an NBO analysis.
Cartesian coordinates (Å):
C: 0.44 0.91 0.30  0.16
C: -0.36 1.38 -0.86  -0.68
C: -1.54 -1.68 -0.86  -0.54
N: 0.74 1.83 1.17  -0.21
N: -0.24 -1.52 -0.60  0.08
N: 1.84 1.90 1.98  -0.55
N: 0.40 -2.59 -0.46  -0.27
H: 0.79 -0.12 0.29  0.22
H: -0.60 2.43 -0.61  0.25
H: -1.35 0.92 -0.99  0.23
H: 0.15 1.42 -1.78  0.28
H: -2.07 -1.27 0.05  0.33
H: -1.97 -0.97 -1.61  0.32
H: -1.84 -2.78 -1.17  0.25
H: 0.19 2.71 1.23  0.45
H: 1.79 2.44 2.81  0.43
H: 2.32 1.01 1.95  0.40
H: 0.00 -3.49 -0.53  0.42
H: 1.33 -2.55 -0.32  0.42

Computed properties:
Total charge: +2
Multiplicity: 1
HOMO level, eV: -17.9
HOMO-LUMO gap, eV: 7.62
E_LUMO, eV: -10.32
Molar mass, g/mol: 104.2

Most stable: arrangement 1. Least stable: arrangement 2.

Arrangement 1

Molecular formula: H22O11Xe
Method: DFT, wB97M-V/def2-TZVPD

Each line ends with the natural charge from an NBO analysis.
Cartesian coordinates (Å):
Xe: -9.16 -2.91 -2.30  0.00
O: -6.26 -1.47 0.40  -0.97
H: -6.14 -0.55 0.61  0.46
H: -7.20 -1.61 0.48  0.49
O: -10.83 -4.05 0.78  -0.98
H: -11.74 -3.95 0.53  0.47
H: -10.47 -4.69 0.16  0.48
O: -11.02 -2.11 -5.91  -0.97
H: -11.19 -1.36 -6.49  0.48
H: -10.09 -2.29 -6.03  0.50
O: -10.22 -5.95 -0.89  -0.93
H: -10.50 -5.88 -1.80  0.49
H: -9.28 -5.77 -0.91  0.47
O: -8.32 0.70 -1.56  -0.97
H: -8.42 0.43 -2.48  0.49
H: -7.43 0.43 -1.33  0.47
O: -5.86 -4.69 -1.87  -0.93
H: -5.40 -5.16 -2.56  0.47
H: -6.51 -5.31 -1.55  0.48
O: -5.90 -2.82 -3.97  -0.98
H: -5.12 -3.00 -4.49  0.47
H: -5.75 -3.30 -3.15  0.50
O: -12.14 -0.81 -3.68  -0.97
H: -11.83 -1.42 -4.34  0.49
H: -13.08 -0.71 -3.86  0.48
O: -8.17 -1.62 -5.68  -0.98
H: -7.48 -2.05 -5.17  0.51
H: -7.87 -1.70 -6.59  0.48
O: -9.61 0.30 -4.25  -0.99
H: -10.42 -0.02 -3.85  0.49
H: -9.30 -0.43 -4.79  0.48
O: -9.05 -1.45 0.96  -0.97
H: -9.39 -1.00 0.19  0.49
H: -9.55 -2.26 1.01  0.50

Computed properties:
Multiplicity: 1
HOMO level, eV: -10.5
HOMO-LUMO gap, eV: 10.22
E_LUMO, eV: -0.32
Molar mass, g/mol: 329.5

Arrangement 2

Molecular formula: H22O11Xe
Method: DFT, wB97M-V/def2-TZVPD

Each line ends with the natural charge from an NBO analysis.
Cartesian coordinates (Å):
Xe: 0.17 0.32 0.48  0.00
O: 1.24 1.09 -3.38  -0.98
H: 0.31 1.21 -3.19  0.50
H: 1.26 0.65 -4.23  0.47
O: 2.64 -1.96 -1.81  -0.96
H: 2.92 -2.16 -2.71  0.48
H: 1.76 -2.35 -1.75  0.49
O: -3.73 -1.21 0.86  -0.96
H: -3.44 -0.47 1.39  0.49
H: -3.72 -1.96 1.46  0.48
O: -0.44 -1.38 3.83  -0.95
H: 0.27 -0.90 4.25  0.48
H: -1.13 -0.73 3.70  0.48
O: -2.99 1.39 2.50  -0.96
H: -3.22 1.84 3.31  0.48
H: -3.29 1.97 1.80  0.48
O: 3.69 -0.02 -0.09  -0.97
H: 3.20 -0.73 -0.50  0.50
H: 3.98 -0.38 0.75  0.47
O: -2.29 -2.28 -1.39  -0.96
H: -2.54 -2.18 -0.47  0.49
H: -2.94 -1.78 -1.87  0.46
O: 2.51 2.28 -1.04  -1.00
H: 2.72 1.51 -0.52  0.49
H: 2.09 1.94 -1.82  0.50
O: 0.63 -2.90 1.45  -0.96
H: 0.22 -2.21 1.97  0.49
H: 1.31 -3.27 2.01  0.46
O: 1.00 4.15 0.56  -0.97
H: 1.64 3.61 0.10  0.50
H: 1.12 3.92 1.48  0.45
O: -1.48 0.99 -2.73  -0.95
H: -1.47 0.32 -2.04  0.49
H: -2.01 1.70 -2.37  0.48

Computed properties:
Multiplicity: 1
HOMO level, eV: -10.2
HOMO-LUMO gap, eV: 9.94
E_LUMO, eV: -0.24
Molar mass, g/mol: 329.5

Most stable: arrangement 1. Least stable: arrangement 2.

Arrangement 1

Molecular formula: C5H9NO2
Method: DFT, wB97M-V/def2-TZVPD

Each line ends with the Mulliken spin population.
Cartesian coordinates (Å):
O: 1.34 2.60 -0.58  0.00
C: 0.54 1.86 0.00  -0.06
N: 1.05 0.60 0.35  -0.13
C: 0.23 -0.46 0.72  0.82
C: 0.46 -1.82 -0.14  -0.10
C: -0.56 -2.17 -1.24  0.58
O: -0.77 -3.37 -1.39  0.09
C: -0.88 2.14 0.26  0.43
H: 2.02 0.65 0.65  -0.01
H: 0.55 -0.78 1.73  0.08
H: -0.87 -0.16 0.69  -0.43
H: 1.50 -1.81 -0.59  -0.02
H: 0.51 -2.67 0.54  -0.02
H: -1.07 -1.59 -1.92  0.03
H: -1.02 3.30 0.43  -0.08
H: -1.62 2.11 -0.67  -0.07
H: -1.40 1.58 1.13  -0.12

Computed properties:
Total charge: -1
Multiplicity: 2
HOMO level (spin up / spin down), eV: 0.8 / -4.0
HOMO-LUMO gap (spin up / spin down), eV: 2.97 / 7.64
E_LUMO (spin up / spin down), eV: 3.78 / 3.63
Molar mass, g/mol: 115.1

Arrangement 2

Molecular formula: C5H9NO2
Method: DFT, wB97M-V/def2-TZVPD

Each line ends with the Mulliken spin population.
Cartesian coordinates (Å):
C: -0.84 0.99 -0.60  -0.02
N: 0.37 1.75 -0.45  0.01
C: 0.95 2.08 0.75  0.00
O: 2.01 2.64 0.85  0.01
C: -0.90 -0.42 0.02  0.26
C: -0.06 -1.60 -0.50  -0.16
C: 0.72 -2.20 0.68  0.52
O: 1.83 -1.66 1.03  0.26
H: -1.75 1.52 -0.26  0.00
H: -1.07 0.97 -1.67  -0.05
H: 0.97 1.81 -1.26  0.00
H: 0.28 1.90 1.61  0.01
H: -1.97 -0.70 -0.02  0.05
H: -0.81 -0.21 1.09  0.09
H: 0.54 -1.30 -1.38  -0.03
H: -0.72 -2.36 -0.94  0.03
H: 0.46 -3.20 1.06  0.01

Computed properties:
Total charge: -1
Multiplicity: 2
HOMO level (spin up / spin down), eV: 0.3 / -3.2
HOMO-LUMO gap (spin up / spin down), eV: 3.64 / 6.91
E_LUMO (spin up / spin down), eV: 3.96 / 3.70
Molar mass, g/mol: 115.1

Most stable: arrangement 2. Least stable: arrangement 1.

Arrangement 1

Molecular formula: C4H15N3O
Method: DFT, wB97M-V/def2-TZVPD

Each line ends with the Mulliken spin population.
Cartesian coordinates (Å):
C: -0.03 1.31 0.03  0.05
C: 0.69 0.89 1.35  -0.03
C: 0.50 -0.60 1.67  0.38
N: -1.36 -0.62 1.23  1.48
N: 0.17 0.29 -1.01  -0.10
C: -1.05 0.08 -1.86  0.13
N: -1.44 -1.33 -1.67  0.06
H: -1.07 1.27 0.41  -0.02
H: 0.19 2.30 -0.29  0.01
H: 1.79 1.16 1.16  -0.01
H: 0.29 1.50 2.19  0.00
H: 1.21 -1.16 1.05  -0.01
H: 0.71 -0.79 2.75  -0.01
H: -1.67 -0.47 2.14  -0.64
H: -0.41 -1.26 1.27  -0.06
H: 0.20 -0.65 -0.50  -0.01
H: -0.96 0.39 -2.91  0.00
H: -1.87 0.64 -1.28  -0.10
H: -2.12 -1.55 -2.42  -0.03
H: -2.00 -1.40 -0.77  -0.11
H: 3.41 -0.02 -1.31  -0.01
H: 1.97 0.20 -0.71  0.02
O: 2.86 -0.18 -0.51  0.00

Computed properties:
Total charge: -1
Multiplicity: 2
HOMO level (spin up / spin down), eV: 0.3 / -2.8
HOMO-LUMO gap (spin up / spin down), eV: 3.63 / 6.66
E_LUMO (spin up / spin down), eV: 3.88 / 3.85
Molar mass, g/mol: 121.2

Arrangement 2

Molecular formula: C4H15N3O
Method: DFT, wB97M-V/def2-TZVPD

Each line ends with the Mulliken spin population.
Cartesian coordinates (Å):
C: 0.33 -0.66 -0.12  -0.06
N: 1.13 0.28 -0.86  0.88
C: -1.14 -0.23 -0.10  0.02
C: -1.75 -0.64 -1.48  0.00
N: -1.82 -0.85 1.02  0.00
C: 2.09 2.70 0.18  0.09
N: 2.86 2.79 1.41  0.01
H: 0.48 -1.66 -0.53  0.03
H: 0.70 -0.73 0.92  0.07
H: 1.84 1.64 -0.23  0.00
H: 1.93 -0.15 -1.32  -0.04
H: -1.05 0.86 -0.10  -0.01
H: -1.89 -1.72 -1.37  0.00
H: -2.57 0.04 -1.71  0.00
H: -1.00 -0.46 -2.27  0.00
H: -2.77 -0.49 0.97  0.00
H: 2.60 3.27 -0.59  0.00
H: 1.05 3.03 0.28  0.00
H: 3.81 2.51 1.24  0.00
H: 2.46 2.33 2.21  0.00
H: -1.70 -4.08 0.47  0.00
H: -1.93 -1.91 0.85  0.00
O: -1.79 -3.27 -0.05  0.00

Computed properties:
Total charge: -1
Multiplicity: 2
HOMO level (spin up / spin down), eV: -3.4 / -3.4
HOMO-LUMO gap (spin up / spin down), eV: 6.94 / 6.29
E_LUMO (spin up / spin down), eV: 3.58 / 2.93
Molar mass, g/mol: 121.2

Most stable: arrangement 2. Least stable: arrangement 1.